one | Computed, not measured: a structure of composition C31H51N4O2PdTe, with the ωB97M-V functional and the def2-TZVPD basis.

XYZ file:
```
90
Properties=species:S:1:pos:R:3
Pd 0.014 -0.514 0.132
C 2.280 -3.457 5.141
C 0.853 -2.995 5.446
N 0.436 -1.839 4.688
C 0.541 -0.543 5.324
C 1.907 0.135 5.217
C 0.062 -1.944 3.369
C -0.335 -3.295 2.856
N -0.022 -0.971 2.555
H 2.503 -4.339 5.736
H 3.001 -2.683 5.385
H 2.400 -3.708 4.091
H 0.784 -2.738 6.507
H 0.169 -3.827 5.258
H 0.289 -0.675 6.382
H -0.210 0.123 4.886
H 2.679 -0.437 5.725
H 1.854 1.118 5.676
H 2.199 0.257 4.178
H -1.103 -3.736 3.488
H 0.514 -3.972 2.794
H -0.729 -3.159 1.848
H 0.251 -0.056 2.906
C -4.483 -1.501 0.293
C -3.082 -1.533 -0.337
C -3.203 -1.325 -1.844
C -2.173 -0.491 0.316
H -5.130 -2.235 -0.188
H -4.934 -0.517 0.185
H -4.425 -1.739 1.353
H -2.679 -2.538 -0.152
H -3.694 -0.375 -2.053
H -3.791 -2.124 -2.296
H -2.219 -1.314 -2.314
H -2.295 -0.575 1.410
H -2.510 0.516 0.011
C 4.558 -0.238 0.023
C 3.373 -1.125 0.456
C 3.283 -1.122 1.987
C 3.686 -2.562 -0.003
C 2.112 -0.603 -0.178
H 5.464 -0.516 0.563
H 4.352 0.814 0.215
H 4.749 -0.359 -1.043
H 4.188 -1.544 2.429
H 2.430 -1.716 2.303
H 3.160 -0.103 2.354
H 4.670 -2.876 0.348
H 3.667 -2.628 -1.087
H 2.937 -3.252 0.380
H 2.330 -0.191 -1.174
C -2.511 1.177 -8.008
C -1.816 1.022 -6.688
C -2.298 1.629 -5.533
C -1.673 1.485 -4.312
C -2.207 2.229 -3.130
C -0.514 0.667 -4.200
C 0.114 0.406 -2.946
O -0.300 0.749 -1.815
C -0.003 0.064 -5.387
C 1.223 -0.804 -5.373
C -0.656 0.256 -6.584
H -3.366 1.845 -7.921
H -2.864 0.210 -8.370
H -1.829 1.581 -8.757
H -3.192 2.236 -5.596
H -3.125 2.756 -3.385
H -1.473 2.954 -2.773
H -2.404 1.553 -2.302
H 1.051 -0.173 -3.006
H 1.108 -1.627 -4.667
H 2.107 -0.227 -5.097
H 1.389 -1.223 -6.365
H -0.265 -0.208 -7.480
Te 0.297 -2.731 -0.951
N -1.633 6.313 1.904
C -0.485 5.809 1.274
O 0.375 6.597 0.870
C -0.362 4.373 1.212
C 0.728 3.793 0.514
C 0.881 2.437 0.467
N 0.049 1.565 1.078
C -0.988 2.108 1.746
C -1.240 3.451 1.833
H -1.726 7.314 1.804
H -2.494 5.809 1.754
H 1.434 4.452 0.032
H 1.722 1.988 -0.054
H -1.642 1.407 2.256
H -2.092 3.786 2.411
```

M ... 745.8 g/mol
HOMO energy (spin up / spin down) ... -2.404 / -2.409 eV
LUMO (spin up / spin down) ... 1.823 / 1.824 eV
Charge ... -1
Gap between HOMO and LUMO (spin up / spin down) ... 4.23 / 4.23 eV

Here are the Mulliken charges for atoms 1 to 5, given in e: atom 1 (Pd): 0.319, atom 2 (C): -0.907, atom 3 (C): -0.767, atom 4 (N): 0.395, atom 5 (C): -1.089



two | Computed, not measured: a structure of composition C31H51N4O2PdTe, with the ωB97M-V functional and the def2-TZVPD basis.

XYZ file:
```
90
Properties=species:S:1:pos:R:3
Pd -0.799 0.118 -1.715
C -1.771 5.886 1.743
C -1.416 4.547 2.386
N -1.880 3.386 1.647
C -3.188 2.846 1.966
C -4.330 3.387 1.107
C -1.141 2.829 0.620
C 0.259 3.334 0.430
N -1.564 1.903 -0.156
H -1.313 6.709 2.296
H -2.849 6.046 1.730
H -1.415 5.926 0.713
H -1.856 4.496 3.385
H -0.338 4.478 2.524
H -3.383 3.053 3.020
H -3.144 1.757 1.874
H -4.452 4.462 1.247
H -5.271 2.901 1.371
H -4.141 3.205 0.048
H 0.880 3.075 1.290
H 0.282 4.416 0.281
H 0.685 2.824 -0.426
H -2.529 1.633 0.003
C 1.867 -0.475 2.783
C 2.661 -0.130 1.518
C 3.547 1.090 1.772
C 1.756 0.067 0.351
H 2.522 -0.618 3.649
H 1.299 -1.398 2.636
H 1.155 0.327 3.010
H 3.346 -0.998 1.397
H 2.956 1.906 2.201
H 3.982 1.456 0.838
H 4.366 0.864 2.464
H 0.972 -0.674 0.250
H 2.050 0.612 -0.534
C -1.201 3.081 -4.952
C -0.474 1.979 -4.167
C 0.665 2.617 -3.361
C 0.105 0.968 -5.151
C -1.462 1.379 -3.176
H -0.508 3.587 -5.632
H -1.625 3.829 -4.277
H -2.015 2.653 -5.540
H 1.377 3.107 -4.033
H 1.194 1.856 -2.784
H 0.274 3.368 -2.668
H 0.859 1.458 -5.776
H -0.677 0.566 -5.798
H 0.572 0.139 -4.624
H -1.973 2.164 -2.619
C 2.515 -5.720 1.518
C 2.492 -4.583 0.533
C 1.381 -4.349 -0.270
C 1.304 -3.270 -1.140
C 0.079 -3.127 -2.003
C 2.371 -2.348 -1.162
C 2.321 -1.090 -1.941
O 1.378 -0.663 -2.616
C 3.551 -2.632 -0.446
C 4.779 -1.764 -0.568
C 3.582 -3.732 0.401
H 1.765 -6.473 1.271
H 2.302 -5.365 2.531
H 3.492 -6.208 1.544
H 0.542 -5.038 -0.223
H -0.565 -4.000 -1.874
H 0.327 -3.024 -3.060
H -0.494 -2.223 -1.777
H 3.290 -0.581 -2.017
H 4.563 -0.729 -0.297
H 5.167 -1.757 -1.590
H 5.565 -2.137 0.089
H 4.483 -3.922 0.978
Te -2.661 -0.265 -3.551
N -3.415 -4.927 3.238
C -2.595 -3.857 3.481
O -2.079 -3.685 4.565
C -2.337 -2.930 2.318
C -1.573 -1.796 2.552
C -1.330 -0.930 1.494
N -1.804 -1.145 0.267
C -2.531 -2.235 0.043
C -2.823 -3.158 1.035
H -3.700 -5.423 4.066
H -4.102 -4.860 2.508
H -1.165 -1.607 3.534
H -0.709 -0.047 1.607
H -2.887 -2.361 -0.974
H -3.397 -4.037 0.774
```

M ... 745.8 g/mol
HOMO energy (spin up / spin down) ... -2.306 / -2.292 eV
LUMO (spin up / spin down) ... 2.249 / 2.249 eV
Charge ... -1
Gap between HOMO and LUMO (spin up / spin down) ... 4.55 / 4.54 eV

Here are the Mulliken charges for atoms 1 to 5, given in e: atom 1 (Pd): 0.718, atom 2 (C): -1.070, atom 3 (C): -0.718, atom 4 (N): 0.459, atom 5 (C): -0.747



Most stable: two. Least stable: one.



one | Computed, not measured: a cluster of 2 separate species, C7H10BrNO3 in total, with the ωB97M-V functional and the def2-TZVPD basis.

XYZ file:
```
22
Properties=species:S:1:pos:R:3
C 2.075 0.417 -0.582
C 1.289 1.384 0.385
O 1.974 2.197 1.024
C -0.036 0.988 0.673
Br -1.216 2.202 1.462
N -0.694 0.030 -0.548
C -1.873 0.251 -1.524
C -2.440 -1.098 -0.924
C -1.447 -0.995 0.221
H 1.495 0.357 -1.652
H 3.088 0.817 -0.786
H 2.073 -0.530 -0.177
H 0.148 -0.323 -0.953
H -1.664 0.261 -2.499
H -2.299 1.153 -1.127
H -3.504 -0.976 -0.630
H -2.323 -2.028 -1.604
H -1.748 -0.697 1.242
H -0.946 -1.903 0.367
O 3.755 -0.210 2.269
C 2.684 -0.476 2.521
O 1.608 -0.821 2.843
```

M ... 236.1 g/mol
HOMO energy ... -7.506 eV
LUMO ... 0.358 eV
Structure (SMILES) ... C/C([O-])=C(/Br)[NH+]1CCC1.O=C=O
Gap between HOMO and LUMO ... 7.86 eV

Here are the Mulliken charges for atoms 1 to 5, given in e: atom 1 (C): -1.245, atom 2 (C): 0.354, atom 3 (O): -0.669, atom 4 (C): 0.033, atom 5 (Br): -0.100



two | Computed, not measured: a cluster of 3 separate species, C7H10BrNO3 in total, with the ωB97M-V functional and the def2-TZVPD basis.

XYZ file:
```
22
Properties=species:S:1:pos:R:3
C 0.414 1.193 -0.436
C -2.447 2.040 -2.526
C 0.600 -2.612 0.607
C 1.437 -1.351 0.460
C -0.276 -1.807 1.588
C 0.447 2.656 -0.397
C -0.252 0.617 0.749
N 0.571 -0.578 1.337
O -2.662 2.440 -1.475
O 0.892 0.551 -1.347
O -2.234 1.619 -3.580
Br -2.579 -0.701 -0.692
H 0.167 -2.976 -0.284
H 1.221 -3.422 0.927
H 2.400 -1.376 0.937
H 1.613 -0.943 -0.552
H -1.284 -1.705 1.101
H -0.153 -2.260 2.591
H -0.563 2.939 -0.976
H 0.317 2.962 0.613
H 1.310 3.050 -0.830
H 1.062 -0.336 2.188
```

M ... 236.1 g/mol
HOMO energy (spin up / spin down) ... -8.693 / -8.444 eV
LUMO (spin up / spin down) ... -1.059 / -2.058 eV
Gap between HOMO and LUMO (spin up / spin down) ... 7.63 / 6.39 eV

Here are the Mulliken charges for atoms 1 to 5, given in e: atom 1 (C): 1.287, atom 2 (C): 0.796, atom 3 (C): -0.389, atom 4 (C): -0.470, atom 5 (C): -0.275



Most stable: one. Least stable: two.



one | Computed, not measured: a cluster of 2 separate species, C2H2FP in total, with the ωB97M-V functional and the def2-TZVPD basis.

XYZ file:
```
6
Properties=species:S:1:pos:R:3
C -0.736 -0.628 1.157
C -0.357 -0.663 -0.012
F -0.714 0.479 -2.913
P 0.607 -0.347 -2.421
H -0.909 -0.552 2.209
H 1.271 0.820 -2.274
```

M ... 76.0 g/mol
HOMO energy ... -9.800 eV
LUMO ... -1.584 eV
Gap between HOMO and LUMO ... 8.22 eV

Here are the Mulliken charges for atoms 1 to 5, given in e: atom 1 (C): -0.273, atom 2 (C): -0.432, atom 3 (F): -0.221, atom 4 (P): 0.524, atom 5 (H): 0.320



two | Computed, not measured: an isolated molecule of C2H2FP, with the ωB97M-V functional and the def2-TZVPD basis.

XYZ file:
```
6
Properties=species:S:1:pos:R:3
C 1.606 -0.160 -0.330
C -1.106 0.284 0.543
F 0.407 2.365 -0.792
P 0.399 0.916 0.124
H 2.338 -0.680 0.283
H -1.779 0.385 -0.315
```

M ... 76.0 g/mol
HOMO energy (spin up / spin down) ... -9.819 / -9.574 eV
LUMO (spin up / spin down) ... -2.135 / -1.980 eV
Gap between HOMO and LUMO (spin up / spin down) ... 7.68 / 7.59 eV

Here are the Mulliken charges for atoms 1 to 5, given in e: atom 1 (C): -0.309, atom 2 (C): -0.420, atom 3 (F): -0.310, atom 4 (P): 0.507, atom 5 (H): 0.298



Most stable: one. Least stable: two.